1.
The following is a DFT calculation (ωB97M-V/def2-TZVPD) of C15H16BrN5O2S in the gas phase.

Cartesian coordinates (Å):
C1 -3.2375 -1.7783 -1.7592
C2 -2.2113 -0.6416 -2.0253
N1 -2.1149 0.4230 -1.5019
N2 -2.9181 0.8585 -0.4849
C3 -2.7430 2.2102 0.2115
O1 -3.6811 2.3222 1.0187
C4 -1.5321 2.7346 0.1690
C5 -0.7374 2.8706 1.1603
C6 -0.7765 3.8278 2.1010
S1 0.0424 3.4461 3.5932
C7 0.4629 1.7047 2.6505
N3 0.0611 1.6841 1.4881
N4 1.3501 1.1773 3.4373
H1 1.3733 0.9999 4.3185
H2 1.3523 0.1321 2.9354
H3 -1.3757 4.6467 2.2373
H4 -0.9870 2.4313 -0.6860
H5 -1.8356 3.7838 -0.2154
H6 -3.8014 0.2597 -0.4432
C8 -1.0327 -1.1464 -2.9465
H7 -1.2934 -1.6161 -3.8396
H8 -0.5761 -0.3156 -3.3570
C9 0.1141 -1.8900 -2.3555
O2 0.4629 -3.0588 -2.5598
N5 0.7946 -0.9923 -1.5934
C10 1.7535 -1.3006 -0.5676
C11 2.2328 -0.2610 0.5576
C12 3.2764 -0.6641 1.0632
C13 4.0703 -1.8537 1.1703
C14 3.6185 -2.7264 0.1924
C15 2.5612 -2.5345 -0.7893
H9 2.3626 -3.1537 -1.4569
H10 4.2045 -3.6529 -0.0077
Br1 5.6218 -1.9899 2.2493
H11 3.6592 0.1620 2.0002
H12 1.5422 0.3869 0.4047
H13 0.3072 -0.0398 -1.2177
H14 -4.1957 -1.6223 -2.1547
H15 -3.3735 -1.9304 -0.7637
H16 -2.8010 -2.8931 -2.2332

Frontier orbital gap   0.317 Eh
Calculated total energy   -108226.74162 eV
Relative energy (zero: lowest compared OMol25 entry of this formula, charge and spin)   0.0 kcal per mole
SMILES string   C/C(CC(=O)Nc1ccc(Br)cc1)=N\NC(=O)Cc1csc(N)n1
Charge   0
Max |F|   14.34 eV/A

natural (NBO) atomic charge list, values in e, 8 entries: -0.69, 0.28, -0.28, -0.49, 0.72, -0.55, -0.60, 0.10

2.
The following is a DFT calculation (ωB97M-V/def2-TZVPD) of C6H6O as an isolated structure.

Cartesian coordinates (Å):
C1 2.7660 0.5790 -0.0141
C2 1.5663 0.4166 0.0165
C3 0.1424 0.1253 -0.0661
C4 -1.0281 1.0886 -0.1992
C5 -1.0456 0.0165 0.8503
O1 -1.6206 -1.2356 0.3471
C6 -0.4443 -1.3337 -0.4317
H1 3.8318 0.7258 -0.0293
H2 -1.6677 0.9658 -1.0734
H3 -0.9716 2.1207 0.1576
H4 -1.1175 0.0614 1.9195
H5 0.2334 -2.0663 0.0121
H6 -0.6446 -1.4641 -1.4892

Frontier orbital gap   0.380 Eh
Calculated total energy   -8362.06635 eV
Relative energy (zero: lowest compared OMol25 entry of this formula, charge and spin)   102.4 kcal per mole
Charge   0
Max |F|   2.12 eV/A

natural (NBO) atomic charge list, values in e, 8 entries: -0.22, -0.02, -0.19, -0.42, 0.11, -0.52, -0.02, 0.24

3.
The following is a DFT calculation (ωB97M-V/def2-TZVPD) of C23H28Cl3N6OSTi as an isolated structure.

Cartesian coordinates (Å):
Ti1 -0.4352 -0.6546 -0.0556
C1 -3.4979 -0.1213 -0.0405
N1 -2.4378 -0.6419 -0.9247
C2 -2.8971 -1.9325 -1.4717
C3 -2.2662 0.3014 -2.0537
C4 -1.5484 1.5378 -1.5687
C5 -1.7338 2.7782 -2.1633
C6 -1.0346 3.8777 -1.6828
C7 -0.1745 3.7271 -0.6048
C8 0.0209 2.4737 -0.0347
C9 -0.6483 1.3417 -0.5096
H1 -4.4561 -0.0896 -0.5698
H2 -3.2549 0.8875 0.2890
H3 -3.6100 -0.7616 0.8334
H4 -3.7950 -1.7915 -2.0830
H5 -3.1514 -2.6154 -0.6612
H6 -2.1205 -2.3744 -2.0909
H7 -3.2393 0.5461 -2.4989
H8 -1.6515 -0.1949 -2.8086
H9 -2.4142 2.8904 -3.0010
H10 -1.1675 4.8507 -2.1377
H11 0.3401 4.5906 -0.2016
H12 0.7131 2.3811 0.7985
C10 2.1729 -3.2049 -0.5828
C11 0.7896 -2.9981 -0.0506
O1 -0.1367 -2.4899 -0.7520
N2 0.5313 -3.4498 1.1649
C12 -0.8082 -3.3264 1.7349
C13 -0.9930 -2.0434 2.5174
C14 -1.0153 -2.0783 3.9011
C15 -1.2134 -0.9110 4.6152
C16 -1.3870 0.2687 3.9046
C17 -1.3317 0.2390 2.5313
N3 -1.1301 -0.8936 1.8229
H13 2.2310 -2.8346 -1.6009
H14 2.4080 -4.2686 -0.5680
H15 2.8958 -2.6876 0.0503
H16 1.3031 -3.4670 1.8503
H17 -0.9700 -4.1766 2.3942
H18 -1.5256 -3.3771 0.9158
H19 -0.8674 -3.0198 4.4098
H20 -1.2298 -0.9231 5.6957
H21 -1.5604 1.2052 4.4147
H22 -1.4567 1.1483 1.9566
C18 3.6567 0.9016 -1.1421
N4 2.7905 1.5752 -2.0838
C19 2.9794 2.8612 -2.5528
C20 1.9793 3.1303 -3.4121
N5 1.1911 2.0025 -3.4596
C21 1.6694 1.0540 -2.6299
S1 1.0098 -0.4887 -2.3978
H23 4.6226 0.6871 -1.5991
H24 3.1845 -0.0304 -0.8490
H25 3.8055 1.5277 -0.2636
H26 3.8048 3.4687 -2.2284
H27 1.7595 4.0095 -3.9887
H28 0.3630 1.8833 -4.0155
Cl1 2.7553 -2.1922 3.4141
C22 2.7065 0.4055 2.7875
Cl2 1.9996 0.9510 4.2436
Cl3 4.3279 0.8702 2.5129
C23 1.9217 -0.0074 1.7365
N6 1.2269 -0.3267 0.8440

Frontier orbital gap (alpha / beta)   0.277 / 0.241 Eh
Calculated total energy   -106807.21314 eV
Relative energy (zero: lowest compared OMol25 entry of this formula, charge and spin)   31.1 kcal per mole
Charge   +1
<S²>   2.01
Max |F|   3.29 eV/A
Spin multiplicity   3

natural (NBO) atomic charge list, values in e, 8 entries: 1.53, -0.41, -0.52, -0.40, -0.28, 0.06, -0.26, -0.21

4.
The following is a DFT calculation (ωB97M-V/def2-TZVPD) of Cl2F2H2N2P2S as an isolated structure.

Cartesian coordinates (Å):
N1 0.9359 -0.5256 -0.0820
N2 -1.6819 0.5845 -0.0535
F1 -0.8880 -0.5222 1.9297
F2 -1.0306 -1.8852 -0.2668
P1 -0.5450 -0.4653 0.2958
P2 2.4338 0.1682 0.1282
S1 -1.2137 2.0252 -0.9096
Cl1 3.3335 -0.7055 -1.2992
Cl2 2.9597 -0.9111 1.7596
H1 -1.7992 1.6656 -2.0112
H2 -2.5045 0.5714 0.5091

Frontier orbital gap   0.328 Eh
Calculated total energy   -62908.53196 eV
Relative energy (zero: lowest compared OMol25 entry of this formula, charge and spin)   0.0 kcal per mole
Charge   0
Max |F|   4.91 eV/A

natural (NBO) atomic charge list, values in e, 8 entries: -1.45, -1.15, -0.56, -0.54, 2.48, 1.00, 0.25, -0.25

5.
The following is a DFT calculation (ωB97M-V/def2-TZVPD) of C25H21N4O6S3Se2W as an isolated structure.

Cartesian coordinates (Å):
W1 -0.3611 0.1538 0.3635
C1 -3.4691 -2.0008 1.1493
Se1 -1.6740 -1.7806 1.8577
C2 -2.2242 -1.2056 3.6533
C3 -3.3504 -0.1859 3.7728
Se2 -3.3288 1.2454 2.4413
C4 -3.6220 2.7644 3.6182
H1 -4.0072 -2.5600 1.9122
H2 -3.4161 -2.6007 0.2447
H3 -3.9483 -1.0467 0.9484
H4 -1.3079 -0.8692 4.1292
H5 -2.5171 -2.1477 4.1195
H6 -3.2717 0.2911 4.7495
H7 -4.3180 -0.6807 3.7265
H8 -4.6275 2.7302 4.0275
H9 -3.5180 3.6575 3.0049
H10 -2.8852 2.7864 4.4186
O1 -1.3460 -2.1827 -2.7820
C5 -1.3688 -1.5190 -1.7942
O2 -0.4231 -1.4471 -0.8695
C6 -2.5477 -0.6194 -1.3714
O3 -3.6529 -0.6679 -1.7990
O4 -2.1713 0.2255 -0.3725
O5 1.0038 -1.4628 1.2424
S1 2.2824 -1.1300 0.5275
O6 3.4226 -0.7943 1.3074
N1 1.6361 0.1317 -0.2322
C7 2.1510 0.7047 -1.3948
C8 3.4667 0.8180 -1.7564
C9 3.7893 1.4099 -2.9952
C10 2.8222 1.8961 -3.8295
C11 1.4626 1.8264 -3.4499
C12 0.3887 2.3468 -4.2043
C13 -0.8804 2.2700 -3.7056
C14 -1.1013 1.6680 -2.4589
N2 -0.1301 1.1231 -1.7473
C15 1.1461 1.2194 -2.2252
C16 2.7036 -2.4466 -0.5369
C17 1.7726 -3.4253 -0.8670
C18 2.1624 -4.4539 -1.7070
C19 3.4567 -4.4942 -2.2072
C20 4.3834 -3.5217 -1.8531
C21 4.0163 -2.4941 -1.0038
H11 4.2520 0.4816 -1.0936
H12 4.8305 1.4885 -3.2764
H13 3.0834 2.3544 -4.7739
H14 0.5847 2.8165 -5.1599
H15 -1.7266 2.6735 -4.2417
H16 -2.0952 1.6613 -2.0349
H17 0.7723 -3.3837 -0.4683
H18 1.4529 -5.2257 -1.9702
H19 3.7513 -5.2997 -2.8665
H20 5.3972 -3.5735 -2.2252
H21 4.7420 -1.7624 -0.6795
S2 0.3310 0.6333 2.6226
C22 -0.0077 2.2646 3.0225
C23 0.0979 2.6345 4.3981
N3 0.1537 2.8842 5.5181
C24 -0.3507 3.1287 2.0437
S3 -0.4920 2.5379 0.4364
C25 -0.5916 4.5174 2.2642
N4 -0.7832 5.6375 2.4327

Frontier orbital gap   0.227 Eh
Calculated total energy   -209529.91864 eV
Relative energy (zero: lowest compared OMol25 entry of this formula, charge and spin)   1.0 kcal per mole
Charge   +1
Max |F|   1.55 eV/A

natural (NBO) atomic charge list, values in e, 8 entries: 1.43, -0.80, 0.67, -0.56, -0.60, 0.30, -0.77, 0.25

6.
The following is a DFT calculation (ωB97M-V/def2-TZVPD) of C5H5NO in the gas phase.

Cartesian coordinates (Å):
C1 -1.7259 0.6391 0.2551
C2 -0.0021 -1.3368 0.3139
C3 0.7103 -0.1903 0.8008
C4 1.3115 0.5027 -0.3666
C5 1.8244 0.9745 -1.3638
H1 -2.7464 0.1760 0.1665
H2 0.0898 -1.5095 -0.7829
H3 -0.3004 -2.2046 0.7850
H4 1.0811 0.1211 1.7697
H5 2.1027 1.2319 -2.3474
N1 -0.7932 -0.2205 0.7318
O1 -1.5519 1.8165 0.0379

Frontier orbital gap   0.394 Eh
Calculated total energy   -8799.48887 eV
Relative energy (zero: lowest compared OMol25 entry of this formula, charge and spin)   90.6 kcal per mole
SMILES string   C#C[C@@H]1CN1C=O
Charge   0
Max |F|   3.54 eV/A

natural (NBO) atomic charge list, values in e, 8 entries: 0.54, -0.19, -0.14, -0.03, -0.21, 0.12, 0.21, 0.21

7.
The following is a DFT calculation (ωB97M-V/def2-TZVPD) of a 3-piece molecular cluster, C37H62BN4O9PS overall.

Cartesian coordinates (Å):
C1 0.5115 -4.3123 4.3712
C2 2.0235 -4.0299 4.4040
B1 2.4906 -2.9118 3.4052
O1 3.6842 -2.9524 2.7496
C3 1.6062 -1.6243 3.1753
C4 1.5378 -0.6327 4.1506
C5 0.7848 0.5102 3.9817
C6 0.8171 1.5671 5.0624
O2 2.1127 1.7164 5.6363
O3 2.0858 1.1125 6.9435
C7 0.0257 0.6752 2.8285
C8 -0.8388 1.8911 2.6285
O4 -0.1329 2.8543 1.8637
C9 -0.5899 4.1884 1.9862
C10 0.0770 -0.3080 1.8400
C11 0.8502 -1.4451 2.0192
S1 0.8159 -2.6900 0.7564
C12 0.8273 -1.6083 -0.6326
C13 1.5448 -1.8808 -1.7795
C14 1.4955 -1.0240 -2.8885
P1 2.5233 -1.5977 -4.2586
N1 2.1771 -2.9657 -4.8670
O5 4.0200 -1.5470 -3.6498
O6 2.5815 -0.4584 -5.3915
C15 0.7043 0.1352 -2.8218
C16 0.5731 1.1245 -3.9679
O7 -0.5166 2.0065 -3.8042
C17 -1.7483 1.4694 -4.2558
C18 0.0142 0.4121 -1.6530
C19 0.0705 -0.4430 -0.5595
N2 -0.6287 -0.1647 0.6243
H1 0.2481 -5.1332 5.0408
H2 -0.0473 -3.4302 4.6990
H3 0.1630 -4.5862 3.3732
H4 2.5915 -4.9582 4.2708
H5 2.2785 -3.6559 5.4082
H6 4.1383 -3.7957 2.8527
H7 2.1146 -0.7529 5.0623
H8 0.1223 1.3338 5.8725
H9 0.5763 2.5528 4.6537
H10 2.8858 0.5695 6.9035
H11 -1.1471 2.3092 3.5923
H12 -1.7737 1.6207 2.1155
H13 -1.0432 4.5242 1.0472
H14 -1.3355 4.2913 2.7807
H15 0.2592 4.8349 2.2219
H16 2.1525 -2.7814 -1.8164
H17 1.3683 -3.3921 -4.4331
H18 4.1998 -0.7292 -3.1704
H19 2.9886 0.3723 -5.1197
H20 0.4861 0.5978 -4.9229
H21 1.4610 1.7686 -3.9993
H22 -1.7771 0.3781 -4.1590
H23 -1.9190 1.7309 -5.3057
H24 -2.5494 1.8868 -3.6451
H25 -0.5825 1.3159 -1.5925
H26 -1.1074 0.7217 0.5593
C20 0.7742 5.0089 -3.8941
C21 2.0829 5.5726 -3.2940
C22 1.9332 7.0290 -2.8376
C23 1.8655 8.0316 -3.9844
C24 3.0801 7.8770 -4.8964
C25 3.2441 6.4525 -5.4316
N3 3.2194 5.4959 -4.2708
O8 4.3598 5.3791 -3.7027
C26 2.1528 6.1574 -6.4700
C27 4.5878 6.3004 -6.1324
C28 2.4314 4.7155 -2.0822
H27 -0.0590 5.7066 -3.7930
H28 0.8628 4.7467 -4.9419
H29 0.4932 4.0875 -3.3887
H30 2.7882 7.2828 -2.2032
H31 1.0416 7.0975 -2.2100
H32 0.9371 7.9083 -4.5492
H33 1.8441 9.0445 -3.5783
H34 3.0120 8.5570 -5.7490
H35 3.9807 8.1527 -4.3395
H36 2.1601 5.1038 -6.7527
H37 2.3588 6.7449 -7.3650
H38 1.1520 6.4207 -6.1385
H39 5.4149 6.5919 -5.4913
H40 4.5939 6.9370 -7.0182
H41 4.7471 5.2685 -6.4472
H42 2.6465 3.6880 -2.3796
H43 1.5679 4.7038 -1.4145
H44 3.2898 5.0989 -1.5370
C29 -5.4103 -7.3864 3.4427
C30 -4.2412 -6.5410 4.0018
C31 -4.7257 -5.2016 4.5715
C32 -5.1421 -4.1901 3.5089
C33 -4.0062 -3.9688 2.5133
C34 -3.5217 -5.2685 1.8664
N4 -3.2064 -6.2613 2.9525
O9 -2.0350 -6.1042 3.4406
C35 -4.5767 -5.7842 0.8778
C36 -2.2449 -5.0154 1.0787
C37 -3.5868 -7.3417 5.1210
H45 -6.3772 -6.9253 3.6484
H46 -5.3396 -7.5540 2.3751
H47 -5.4120 -8.3743 3.9027
H48 -3.9163 -4.7678 5.1670
H49 -5.5508 -5.4040 5.2583
H50 -6.0497 -4.5218 2.9965
H51 -5.3922 -3.2431 3.9908
H52 -4.3142 -3.2853 1.7184
H53 -3.1649 -3.4963 3.0306
H54 -4.3173 -6.7807 0.5180
H55 -4.6000 -5.1141 0.0180
H56 -5.5835 -5.8130 1.2867
H57 -1.4821 -4.5412 1.6882
H58 -2.4647 -4.3482 0.2439
H59 -1.8368 -5.9451 0.6796
H60 -3.1387 -8.2567 4.7326
H61 -4.3608 -7.6130 5.8412
H62 -2.8158 -6.7742 5.6351

Frontier orbital gap (alpha / beta)   0.299 / 0.298 Eh
Calculated total energy   -84559.69319 eV
Charge   0
<S²>   2.01
Max |F|   0.73 eV/A
Spin multiplicity   3

Mulliken atomic charge list, values in e, 8 entries: -0.77, -0.66, 0.65, -0.61, -0.52, -0.99, 1.04, -0.79

8.
The following is a DFT calculation (ωB97M-V/def2-TZVPD) of a 6-piece molecular cluster, C10H34BO10 overall.

Cartesian coordinates (Å):
B1 5.8533 17.9757 -19.8936
H1 5.5338 18.8838 -20.5282
H2 6.0421 17.0733 -20.5778
H3 6.8457 18.2389 -19.3760
H4 5.0300 17.7671 -19.1191
C1 3.9152 19.1318 -23.5146
C2 5.3999 19.0497 -23.7667
O1 6.1614 19.7611 -22.8090
O2 3.4715 20.4825 -23.5994
H5 3.6391 18.6509 -22.5700
H6 3.3062 18.6226 -24.2650
H7 5.6300 19.4979 -24.7333
H8 5.6640 17.9885 -23.8349
H9 6.0722 19.3584 -21.9285
H10 4.0501 21.0620 -23.0930
C3 1.8678 16.8355 -19.7509
C4 2.8882 15.7962 -20.2106
O3 3.7606 16.3227 -21.2037
O4 2.3227 17.6848 -18.7191
H11 0.9219 16.4036 -19.4180
H12 1.6278 17.4313 -20.6400
H13 2.3641 14.9319 -20.6272
H14 3.5200 15.4012 -19.4078
H15 4.4925 16.8613 -20.8098
H16 3.1356 18.1242 -18.9945
C5 6.7473 14.7513 -17.2284
C6 7.8699 15.0343 -18.2280
O5 7.4112 15.3436 -19.5360
O6 6.1354 16.0292 -16.9302
H17 7.1367 14.2439 -16.3477
H18 5.9583 14.1277 -17.6549
H19 8.4545 14.1105 -18.3000
H20 8.5359 15.8535 -17.9517
H21 6.9676 16.2116 -19.5339
H22 5.8619 16.4374 -17.7615
C7 5.8920 21.3630 -15.9195
C8 6.3189 20.2813 -16.8743
O7 5.7273 20.5197 -18.1364
O8 6.6470 22.5401 -16.1623
H23 6.0143 21.0150 -14.8924
H24 4.8134 21.5282 -16.0139
H25 5.9480 19.3034 -16.5344
H26 7.3991 20.1054 -16.8604
H27 5.7300 19.7568 -18.7296
H28 6.6291 22.6847 -17.1152
C9 10.7437 19.2529 -20.8163
C10 9.3026 18.7613 -20.6274
O9 8.5280 19.7973 -20.0554
O10 11.5272 19.1518 -19.6447
H29 10.6914 20.3096 -21.1047
H30 11.2492 18.7999 -21.6699
H31 9.1742 17.7813 -20.1616
H32 8.8971 18.6249 -21.6420
H33 7.6542 19.4380 -19.8111
H34 11.3333 19.8973 -19.0730

Frontier orbital gap   0.370 Eh
Calculated total energy   -32071.14902 eV
Relative energy (zero: lowest compared OMol25 entry of this formula, charge and spin)   7.8 kcal per mole
Charge   -1
Max |F|   2.22 eV/A

natural (NBO) atomic charge list, values in e, 8 entries: -0.87, -0.02, 0.01, -0.02, -0.02, -0.09, -0.09, -0.75

Q: What is the formula in the sixth record?
A: C5H5NO

Q: Number 6 is which compound?
A: C5H5NO

Q: Which of these has the lowest calculated total energy?
A: C25H21N4O6S3Se2W